Entry 1:
A structure of composition C14H42O7PtS7, computed with wB97M-V/def2-TZVPD.

```
71
C14H42O7PtS7 (wB97M-V/def2-TZVPD)
Pt -12.30 -13.34 -21.03
C -15.48 -14.86 -23.28
S -13.87 -15.72 -23.15
O -12.99 -15.06 -22.09
C -14.27 -17.31 -22.47
H -15.94 -14.81 -22.30
H -16.05 -15.52 -23.93
H -15.23 -13.87 -23.68
H -14.55 -17.10 -21.43
H -13.40 -17.96 -22.51
H -15.12 -17.68 -23.04
C -11.90 -13.84 -25.31
S -12.93 -12.51 -24.51
O -12.80 -12.70 -23.02
C -11.95 -11.00 -24.98
H -10.84 -13.94 -25.06
H -11.79 -13.70 -26.38
H -12.37 -14.82 -25.19
H -12.27 -10.03 -24.59
H -12.01 -10.78 -26.05
H -10.94 -11.24 -24.65
C -11.68 -8.82 -19.90
S -11.81 -9.77 -21.49
O -11.81 -11.22 -21.07
C -13.53 -9.40 -21.92
H -12.30 -9.24 -19.10
H -12.17 -7.88 -20.14
H -10.65 -8.88 -19.52
H -14.01 -10.36 -22.13
H -13.69 -8.74 -22.77
H -14.04 -8.92 -21.09
C -8.97 -12.92 -17.94
S -10.46 -12.01 -18.35
O -11.43 -12.91 -19.15
C -11.17 -12.04 -16.63
H -8.29 -12.80 -18.78
H -9.08 -13.99 -17.81
H -8.40 -12.42 -17.15
H -10.35 -11.75 -15.97
H -11.46 -13.04 -16.30
H -11.90 -11.24 -16.56
C -14.84 -12.47 -17.87
S -15.14 -11.65 -19.52
O -14.20 -12.38 -20.46
C -16.84 -12.34 -19.89
H -15.09 -13.53 -17.78
H -15.50 -11.97 -17.15
H -13.78 -12.36 -17.67
H -17.25 -12.05 -20.86
H -17.58 -12.24 -19.09
H -16.74 -13.42 -20.05
C -12.74 -15.72 -17.04
S -13.39 -16.07 -18.81
O -13.01 -14.81 -19.60
C -12.24 -17.32 -19.52
H -13.13 -14.84 -16.53
H -11.70 -15.43 -17.20
H -12.91 -16.52 -16.32
H -12.54 -18.04 -18.76
H -11.18 -17.07 -19.40
H -12.45 -17.73 -20.51
C -8.02 -14.48 -22.35
S -9.43 -15.30 -21.48
O -10.40 -14.10 -21.32
C -10.08 -16.20 -22.91
H -8.22 -13.67 -23.06
H -7.13 -15.05 -22.60
H -7.39 -13.82 -21.76
H -10.94 -16.82 -22.66
H -9.28 -16.69 -23.45
H -10.51 -15.60 -23.72
```

Its spin multiplicity is 3. For the HOMO-LUMO gap (alpha / beta), the calculation gives 8.5 / 7.8 eV. Its energy above the lowest of the compared OMol25 structures with the same formula, charge and spin is 0.823 eV. As for the net charge: +2. The calculation puts the HOMO energy (alpha / beta) at -0.4545 / -0.4434 Ha. For the energy, the calculation gives -3990.9829 hartree.

These are the Mulliken partial charges, in e, on atoms 1 to 4:
1. Pt 4.2925
2. C -0.7678
3. S 0.3221
4. O -0.6324

***

Entry 2:
A structure of composition C14H20AlBrF16O3P, computed with wB97M-V/def2-TZVPD.

```
56
C14H20AlBrF16O3P (wB97M-V/def2-TZVPD)
C 4.40 3.08 1.56
P 3.18 2.12 0.41
O 2.45 3.35 -0.58
Al 1.68 1.07 1.83
C -0.30 1.34 1.40
C -0.68 2.76 0.67
C -1.92 3.45 1.54
Br -1.24 4.38 3.21
H 5.12 3.80 0.98
H 3.79 3.61 2.41
H 5.09 2.28 2.11
H 2.52 4.26 -0.13
H 1.99 -0.51 1.76
H 2.02 1.50 3.31
H -0.71 0.40 0.82
H -0.87 1.34 2.44
H -1.13 2.51 -0.38
H 0.17 3.56 0.67
H -2.56 4.17 0.86
H -2.60 2.57 1.91
C -5.71 2.19 -1.64
C -4.20 2.12 -1.39
C -3.46 1.10 -2.25
F -3.90 -0.16 -2.06
F -2.13 1.09 -1.94
F -3.98 1.91 -0.06
F -3.69 3.36 -1.66
O -6.54 1.44 -0.75
C -6.69 0.06 -1.07
C -6.06 -0.87 -0.02
F -4.74 -0.60 0.16
F -6.15 -2.17 -0.41
F -6.22 -0.16 -2.32
F -8.03 -0.16 -1.13
H -6.01 3.24 -1.46
H -5.98 2.01 -2.69
H -3.54 1.35 -3.31
H -6.56 -0.76 0.95
C 4.81 -4.91 -0.62
C 3.29 -4.97 -0.81
C 2.69 -3.86 -1.67
F 2.92 -2.63 -1.16
F 1.34 -3.99 -1.75
F 2.69 -5.03 0.41
F 3.01 -6.17 -1.41
O 5.28 -4.28 0.58
C 5.35 -2.86 0.55
C 4.36 -2.18 1.50
F 3.08 -2.56 1.25
F 4.40 -0.83 1.37
F 5.22 -2.44 -0.73
F 6.62 -2.54 0.91
H 5.16 -5.94 -0.54
H 5.32 -4.52 -1.51
H 3.09 -3.90 -2.69
H 4.58 -2.44 2.54
```

Its spin multiplicity is 1. For the HOMO-LUMO gap, the calculation gives 5.4 eV. As for the net charge: -1. The calculation puts the HOMO energy at -0.1165 Ha. For the energy, the calculation gives -5526.7772 hartree.

These are the Mulliken partial charges, in e, on atoms 1 to 4:
1. C -0.9754
2. P 0.1733
3. O -0.5113
4. Al -0.4158

***

Entry 3:
A structure of composition C41H33N8O5SV, computed with wB97M-V/def2-TZVPD.

```
89
C41H33N8O5SV (wB97M-V/def2-TZVPD)
V -0.22 0.63 -0.90
C -5.32 2.70 -1.22
C -4.84 2.37 -2.48
C -3.48 2.18 -2.67
C -2.60 2.31 -1.60
C -3.09 2.64 -0.33
C -4.45 2.83 -0.15
N -1.23 2.05 -1.75
C -0.47 2.85 -2.53
C -0.84 4.12 -3.04
C 0.06 4.83 -3.78
C 1.36 4.35 -4.06
C 1.74 3.12 -3.59
C 0.83 2.37 -2.83
N 1.07 1.15 -2.29
N 2.11 0.47 -2.56
C 2.06 -0.76 -1.92
C 3.13 -1.65 -2.04
C 3.06 -2.86 -1.39
C 1.92 -3.16 -0.64
C 0.90 -2.24 -0.58
N 0.97 -1.06 -1.20
H -6.39 2.84 -1.07
H -5.52 2.25 -3.31
H -3.09 1.88 -3.64
H -2.39 2.74 0.49
H -4.83 3.08 0.83
H -1.82 4.51 -2.83
H -0.23 5.81 -4.16
H 2.04 4.95 -4.64
H 2.73 2.72 -3.78
H 3.99 -1.36 -2.64
H 3.87 -3.57 -1.47
H 1.82 -4.11 -0.13
H -0.01 -2.43 -0.03
O 2.47 0.09 1.11
C 2.03 0.92 2.18
C 0.78 1.69 1.68
O 0.02 2.23 2.46
O 0.59 1.64 0.41
C 1.57 0.06 3.36
C 1.64 0.53 4.67
C 1.16 -0.24 5.71
C 0.62 -1.49 5.47
C 0.55 -1.97 4.17
C 1.02 -1.19 3.12
C 3.14 1.88 2.59
C 2.93 3.24 2.79
C 3.99 4.06 3.16
C 5.25 3.54 3.35
C 5.46 2.18 3.16
C 4.41 1.36 2.78
H 3.13 -0.51 1.46
H 2.05 1.51 4.86
H 1.22 0.14 6.73
H 0.25 -2.10 6.29
H 0.12 -2.94 3.97
H 0.96 -1.56 2.11
H 1.95 3.67 2.66
H 3.81 5.12 3.31
H 6.07 4.18 3.64
H 6.45 1.75 3.31
H 4.60 0.30 2.66
N -0.60 -6.97 -2.10
C -1.02 -5.66 -2.24
C -0.33 -4.77 -3.07
C -0.72 -3.45 -3.16
C -1.80 -2.99 -2.42
C -2.51 -3.87 -1.61
C -2.11 -5.19 -1.51
S -2.29 -1.29 -2.52
O -3.71 -1.23 -2.71
O -1.40 -0.68 -3.48
N -1.83 -0.63 -1.12
C -2.37 -0.80 0.11
N -1.69 -0.02 0.99
C -2.05 -0.08 2.26
C -3.10 -0.89 2.67
C -3.72 -1.64 1.69
N -3.37 -1.63 0.41
H -0.05 -7.33 -2.86
H -1.29 -7.62 -1.78
H 0.52 -5.12 -3.65
H -0.19 -2.75 -3.79
H -3.37 -3.50 -1.06
H -2.66 -5.87 -0.87
H -1.49 0.54 2.95
H -3.41 -0.93 3.70
H -4.55 -2.31 1.94
```

Its spin multiplicity is 3. For the HOMO-LUMO gap (alpha / beta), the calculation gives 6.3 / 6.1 eV. Its energy above the lowest of the compared OMol25 structures with the same formula, charge and spin is 0.097 eV. As for the net charge: 0. The calculation puts the HOMO energy (alpha / beta) at -0.2707 / -0.2768 Ha. For the energy, the calculation gives -3738.7613 hartree.

These are the Mulliken partial charges, in e, on atoms 1 to 4:
1. V -0.8491
2. C -0.5219
3. C -0.8445
4. C 0.3398

***

Entry 4:
A cluster of 3 separate species, C3H9N3 in total, computed with wB97M-V/def2-TZVPD.

```
15
C3H9N3 (wB97M-V/def2-TZVPD)
C -0.58 -1.47 0.54
C -1.69 0.51 -0.25
N -0.44 -0.20 -0.13
C 1.36 0.81 0.16
N 2.01 0.40 -0.94
N 0.71 1.02 1.14
H 2.88 0.83 -1.18
H 1.47 -0.15 -1.59
H 2.24 1.64 0.98
H 0.38 -2.00 0.57
H -2.38 -0.03 -0.92
H -1.28 -2.13 0.00
H -0.95 -1.38 1.57
H -1.52 1.50 -0.68
H -2.22 0.65 0.71
```

Its spin multiplicity is 1. For the HOMO-LUMO gap (alpha / beta), the calculation gives 7.6 / 8.3 eV. Its energy above the lowest of the compared OMol25 structures with the same formula, charge and spin is 6.373 eV. As for the net charge: 0. The calculation puts the HOMO energy (alpha / beta) at -0.2598 / -0.2903 Ha. For the energy, the calculation gives -283.7489 hartree.

These are the Mulliken partial charges, in e, on atoms 1 to 4:
1. C -0.8968
2. C -0.9267
3. N -0.2414
4. C 0.1652

***

Entry 5:
A structure of composition C2H4MgO2, computed with wB97M-V/def2-TZVPD.

```
9
C2H4MgO2 (wB97M-V/def2-TZVPD)
O -0.45 -1.40 -0.11
H -0.58 -2.33 0.11
O -0.21 1.02 -0.70
Mg -1.00 -0.40 -1.82
H -0.13 1.97 -0.87
C 0.51 0.60 0.44
C 0.36 -0.76 0.76
H 1.53 0.99 0.53
H -0.05 0.31 1.67
```

Its spin multiplicity is 1. For the HOMO-LUMO gap, the calculation gives 6.5 eV. Its energy above the lowest of the compared OMol25 structures with the same formula, charge and spin is 2.634 eV. As for the net charge: +2. The calculation puts the HOMO energy at -0.6830 Ha. For the energy, the calculation gives -428.3641 hartree.

These are the Mulliken partial charges, in e, on atoms 1 to 4:
1. O -0.4301
2. H 0.4553
3. O -0.4178
4. Mg 1.4341

***

Entry 6:
A cluster of 13 separate species, C21H62FN2O16 in total, computed with wB97M-V/def2-TZVPD.

```
102
C21H62FN2O16 (wB97M-V/def2-TZVPD)
C 0.86 1.27 0.98
C 1.05 2.88 0.58
C 0.38 3.87 1.74
C -1.03 4.60 1.22
C -2.32 4.20 2.17
N -3.58 4.98 1.89
C -4.46 4.37 0.83
C -3.82 4.46 -0.71
O -3.21 3.45 -1.33
O -4.01 5.74 -1.41
C -5.00 2.86 1.14
O -4.29 1.72 0.92
N -6.42 2.63 1.65
C -6.76 1.15 1.69
O -6.47 0.47 2.80
F -7.44 0.45 0.58
H -0.26 0.98 0.71
H 1.13 1.05 2.11
H 1.56 0.65 0.25
H 2.21 3.11 0.44
H 0.56 3.00 -0.47
H 0.23 3.26 2.73
H 1.19 4.73 1.90
H -1.16 4.21 0.10
H -0.87 5.76 1.23
H -1.98 4.50 3.28
H -2.42 3.04 2.17
H -4.17 5.09 2.77
H -5.43 5.06 0.78
H -7.03 3.07 0.90
C 3.10 4.30 -2.23
O 2.26 3.23 -1.84
H 3.55 4.74 -1.34
H 3.89 3.91 -2.88
H 2.51 5.05 -2.76
H 1.87 2.85 -2.65
C -6.06 -1.15 -1.65
O -5.61 -1.93 -2.74
H -6.94 -1.62 -1.21
H -5.26 -1.08 -0.90
H -6.32 -0.15 -2.00
H -4.83 -1.49 -3.11
C 5.26 0.69 -1.86
O 4.17 0.63 -0.96
H 5.77 -0.27 -1.86
H 4.89 0.90 -2.87
H 5.95 1.47 -1.54
H 3.73 1.50 -0.98
C -1.26 -0.90 3.81
O -0.72 0.28 3.25
H -2.03 -1.29 3.14
H -0.47 -1.65 3.93
H -1.71 -0.67 4.78
H -0.04 0.60 3.87
C -2.45 -3.29 6.01
O -2.72 -2.06 6.65
H -2.19 -3.11 4.97
H -1.60 -3.78 6.51
H -3.33 -3.93 6.06
H -2.94 -2.26 7.58
C 1.05 -2.19 -0.84
O 0.26 -1.25 -0.13
H 1.92 -2.45 -0.23
H 0.46 -3.09 -1.03
H 1.39 -1.75 -1.78
H -0.50 -1.03 -0.70
C 1.76 3.83 5.20
O 2.00 2.48 4.85
H 0.72 4.07 4.97
H 1.94 3.97 6.27
H 2.42 4.48 4.62
H 2.94 2.29 5.06
C 1.44 -5.85 1.08
O 1.98 -4.67 0.52
H 0.67 -6.24 0.40
H 2.23 -6.60 1.19
H 0.99 -5.62 2.05
H 2.66 -4.35 1.13
C 0.15 -3.82 -4.30
O -0.64 -2.88 -3.60
H 1.02 -4.08 -3.69
H -0.44 -4.72 -4.49
H 0.49 -3.38 -5.24
H -1.40 -2.67 -4.16
C -1.55 -7.78 -6.16
O -1.82 -6.54 -5.52
H -1.29 -7.59 -7.20
H -0.70 -8.27 -5.66
H -2.43 -8.42 -6.11
H -2.04 -6.74 -4.59
C 6.11 5.16 -4.52
O 5.75 5.35 -3.17
H 5.25 5.38 -5.15
H 6.93 5.84 -4.78
H 6.42 4.12 -4.68
H 6.53 5.14 -2.63
C 5.15 -6.13 -1.27
O 4.82 -6.21 0.10
H 6.00 -6.79 -1.48
H 4.30 -6.44 -1.88
H 5.43 -5.10 -1.52
H 4.07 -5.62 0.25
```

Its spin multiplicity is 1. For the HOMO-LUMO gap, the calculation gives 6.3 eV. As for the net charge: -1. The calculation puts the HOMO energy at -0.1617 Ha. For the energy, the calculation gives -2250.0900 hartree.

These are the Mulliken partial charges, in e, on atoms 1 to 4:
1. C -0.0859
2. C -0.1713
3. C 0.1873
4. C -0.4279